Record 1
ORCA calculation (ωB97M-V/def2-TZVPD) on C29H42As2CoN3O6S2 as an isolated structure in a non-equilibrium geometry.

Computed properties:
expectation value of S²: 6.17
ΔE to the lowest compared entry with this formula, charge and spin: 597.59 kJ/mol
total energy: -8396.3074 hartree
highest occupied orbital energy (alpha / beta): -7.7 / -7.7 eV

```
! wB97M-V def2-TZVPD RIJCOSX def2/J DEFGRID3
* xyz 0 5
Co -1.09 1.83 -2.00
O -2.01 0.67 -0.88
As -3.77 1.18 -1.87
O -4.34 -0.36 -2.26
O -2.59 1.88 -3.07
C -1.54 3.82 -1.31
C -2.70 4.43 -1.32
C -3.03 5.54 -0.58
C -2.03 6.30 0.02
C -0.72 5.82 -0.13
C -0.49 4.66 -0.83
S 0.96 3.77 -0.50
O 1.93 4.11 -1.52
O 1.43 4.01 0.89
O 0.41 2.34 -0.65
H -2.19 -0.27 -0.95
H -3.51 3.90 -1.85
H -4.07 5.71 -0.38
H -2.19 7.22 0.56
H 0.15 6.18 0.45
N -0.23 2.90 -3.46
C -0.39 2.39 -4.76
C -0.68 3.39 -5.71
C -0.95 2.99 -7.03
C -0.65 1.74 -7.45
C -0.32 0.76 -6.51
C -0.19 1.04 -5.15
C -0.02 -0.07 -4.15
C 0.17 -1.40 -4.46
C 0.44 -2.40 -3.45
C 0.52 -2.00 -2.12
C 0.19 -0.70 -1.76
C -0.19 0.21 -2.77
H -0.65 3.85 -3.44
H 0.71 3.13 -3.28
H -0.74 4.39 -5.39
H -1.39 3.71 -7.69
H -0.57 1.61 -8.55
H -0.33 -0.29 -6.83
H 0.19 -1.73 -5.49
H 0.68 -3.44 -3.79
H 0.66 -2.76 -1.32
H 0.13 -0.42 -0.71
C -0.32 -5.68 3.46
N 0.99 -6.23 3.05
C 1.19 -7.65 3.33
C 1.78 -5.52 2.08
S 1.27 -3.96 1.37
N 3.03 -6.04 1.86
C 3.99 -6.17 2.96
C 3.63 -6.20 0.54
H -0.48 -5.98 4.52
H -1.18 -6.06 2.91
H -0.39 -4.59 3.39
H 2.23 -7.98 3.31
H 0.57 -8.36 2.78
H 0.90 -7.88 4.42
H 4.96 -5.67 2.75
H 4.20 -7.26 3.10
H 3.60 -5.79 3.91
H 4.34 -7.01 0.65
H 4.03 -5.34 0.07
H 2.78 -6.50 -0.09
C 1.80 0.75 2.41
C 0.32 0.72 2.23
As -0.71 2.33 2.79
C -2.36 1.49 3.70
C -2.98 0.43 2.72
C 0.12 2.79 4.59
C 1.19 3.89 4.31
H 2.17 -0.22 1.96
H 2.14 0.66 3.47
H 2.26 1.59 1.91
H -0.03 -0.15 2.72
H 0.10 0.63 1.19
H -3.10 2.33 3.92
H -2.08 1.07 4.65
H -2.98 0.77 1.73
H -2.35 -0.44 2.76
H -3.99 0.11 3.15
H 0.57 1.83 4.94
H -0.65 3.16 5.30
H 1.90 4.03 5.12
H 0.81 4.88 4.10
H 1.77 3.61 3.42
*
```

=====

Record 2
ORCA calculation (ωB97M-V/def2-TZVPD) on C29H42IN13O2Y as an isolated structure in a non-equilibrium geometry.

Computed properties:
ΔE to the lowest compared entry with this formula, charge and spin: 0.00 kJ/mol
total energy: -2327.8726 hartree
highest occupied orbital energy: -15.7 eV

```
! wB97M-V def2-TZVPD RIJCOSX def2/J DEFGRID3
* xyz 3 1
Y -0.06 -0.71 0.72
N -0.70 -1.81 2.96
C 0.27 -1.51 4.05
C 0.33 -0.02 4.25
N 0.72 0.64 2.97
H -1.62 -1.48 3.27
H -0.81 -2.81 2.88
H 1.25 -1.89 3.75
H -0.01 -2.00 4.98
H 1.02 0.23 5.05
H -0.65 0.35 4.54
H 1.73 0.67 2.93
H 0.44 1.62 3.00
C -2.57 1.27 2.57
N -3.44 1.24 1.42
C -4.77 1.83 1.59
C -5.53 1.31 0.38
N -4.66 0.23 -0.12
C -5.20 -0.56 -1.23
C -3.49 0.19 0.54
N -2.46 -0.64 0.43
C -2.53 -1.77 -0.51
C -1.88 -1.39 -1.84
N -0.46 -1.04 -1.61
C 0.25 -0.42 -2.54
N 1.62 -0.26 -2.32
C 2.41 -1.50 -2.21
C 2.13 0.69 -3.33
C 1.03 0.75 -4.39
N -0.12 0.17 -3.68
C -1.43 0.24 -4.33
H -2.43 2.30 2.89
H -1.60 0.86 2.32
H -2.99 0.70 3.41
H -4.71 2.92 1.62
H -5.21 1.49 2.53
H -5.65 2.07 -0.39
H -6.51 0.92 0.63
H -6.00 0.03 -1.68
H -5.64 -1.50 -0.89
H -4.47 -0.75 -2.01
H -3.55 -2.09 -0.70
H -2.02 -2.63 -0.07
H -2.43 -0.55 -2.24
H -1.97 -2.22 -2.55
H 2.01 -2.14 -1.44
H 3.43 -1.23 -1.93
H 2.45 -2.04 -3.16
H 3.07 0.34 -3.74
H 2.30 1.66 -2.87
H 1.26 0.18 -5.29
H 0.80 1.77 -4.68
H -1.27 0.66 -5.32
H -2.12 0.89 -3.80
H -1.87 -0.75 -4.46
O 5.31 5.07 -0.41
N 4.23 4.91 0.10
O 3.45 5.79 0.42
C 3.72 3.52 0.18
C 4.62 2.56 0.41
C 4.21 1.20 0.60
C 5.13 0.18 0.87
C 4.67 -1.10 1.07
C 3.30 -1.33 1.00
N 2.40 -0.38 0.75
C 2.85 0.88 0.53
C 1.89 1.92 0.23
N 0.58 1.56 0.11
C -0.31 2.48 -0.21
C 0.03 3.81 -0.44
C 1.33 4.20 -0.29
C 2.31 3.24 0.06
H 5.67 2.82 0.46
H 6.19 0.40 0.92
H 5.35 -1.91 1.29
H 2.91 -2.33 1.15
H -1.34 2.15 -0.29
H -0.74 4.53 -0.71
H 1.62 5.23 -0.45
I 1.03 -7.21 1.66
C 0.70 -5.40 0.75
C 0.34 -5.16 -0.56
N 0.24 -3.83 -0.71
N 0.52 -3.16 0.43
C 0.80 -4.13 1.32
H 0.16 -5.84 -1.38
H 0.02 -3.29 -1.53
H 1.10 -3.89 2.33
*
```

=====

Record 3
ORCA calculation (ωB97M-V/def2-TZVPD) on C29H43AlCl2F5N3O5Si as an isolated structure in a non-equilibrium geometry.

Computed properties:
ΔE to the lowest compared entry with this formula, charge and spin: 30.68 kJ/mol
total energy: -3623.1095 hartree
highest occupied orbital energy: -7.7 eV

```
! wB97M-V def2-TZVPD RIJCOSX def2/J DEFGRID3
* xyz 0 1
C -3.54 -0.62 -2.34
C -2.61 -1.61 -2.99
H -3.56 0.36 -2.86
H -3.34 -0.47 -1.27
H -4.54 -1.07 -2.44
C -2.77 -1.95 -4.29
C -3.66 -1.33 -5.29
H -2.33 -2.88 -4.67
H -3.68 -0.24 -5.36
H -4.69 -1.66 -5.18
H -3.31 -1.72 -6.25
Al -0.80 -1.22 0.51
Cl -1.03 -3.24 1.47
C 1.76 -1.50 1.21
O 1.05 -0.80 0.41
N 3.03 -1.26 1.47
C 3.64 0.01 1.07
C 3.86 -2.32 2.06
H 1.26 -2.35 1.72
H 3.16 0.86 1.58
H 3.57 0.16 -0.01
H 4.69 -0.04 1.37
H 3.41 -2.65 3.01
H 4.87 -1.93 2.22
H 3.88 -3.18 1.38
H 1.89 2.10 5.09
H 1.29 3.62 7.29
C 1.46 2.98 4.58
C 0.75 4.29 6.60
N 0.37 3.57 5.38
H 1.10 2.66 3.59
C -0.92 3.49 4.98
O -1.31 2.85 3.99
H -0.14 4.67 7.12
H -1.61 4.08 5.63
H 2.24 3.75 4.47
H 1.39 5.15 6.37
H -1.51 3.83 2.06
H -1.30 2.79 -2.00
C -1.07 4.14 1.13
C -1.00 3.55 -1.27
N -1.23 3.12 0.10
H -0.01 4.35 1.33
C -1.13 1.84 0.50
O -0.97 0.85 -0.23
H 0.05 3.84 -1.38
H -1.20 1.78 1.59
H -1.55 5.05 0.79
H -1.60 4.45 -1.40
O -1.41 -1.70 -0.88
C -1.63 -2.39 -2.07
C -0.07 -2.70 -4.24
C -0.43 -2.97 -2.90
H -0.46 -1.88 -4.85
C 0.77 -3.57 -4.96
H -2.17 -3.32 -1.80
C 0.12 -4.10 -2.29
H 1.04 -3.36 -6.00
C 1.19 -4.77 -4.37
C 0.86 -5.03 -3.03
H -0.17 -4.28 -1.25
H 1.75 -5.52 -4.95
H 1.09 -5.97 -2.53
Si 1.69 0.27 -3.96
Cl -0.31 0.53 -4.34
C 2.49 -0.24 -5.56
C 2.25 -1.17 -2.78
C 1.71 1.49 -2.55
H 3.25 -1.04 -5.28
H 2.94 0.70 -5.92
H 1.75 -0.68 -6.29
H 2.79 1.78 -2.51
H 1.33 1.00 -1.62
H 1.12 2.41 -2.68
H 2.19 -2.24 -3.13
H 1.81 -1.17 -1.75
H 3.32 -0.93 -2.68
F -2.38 0.63 7.10
C -2.09 0.27 5.83
C -0.79 -0.11 5.51
F 0.17 -0.09 6.46
C -0.46 -0.41 4.22
F 0.85 -0.63 3.88
C -1.46 -0.30 3.24
O -1.24 -0.42 1.97
C -2.77 0.13 3.54
F -3.66 0.30 2.53
C -3.05 0.42 4.84
F -4.25 0.93 5.20
*
```

=====

Record 4
ORCA calculation (ωB97M-V/def2-TZVPD) on a 4-piece molecular cluster, C29H43Cl2IN2O6S overall in a non-equilibrium geometry.

Computed properties:
SMILES string: CC[C@H](I)c1cc(CCCS)c2nccnc2c1/C(Cl)=C(\C)Cl.CCOC(C)=O.CCOC(C)=O.CCOC(C)=O
total energy: -3308.0409 hartree
highest occupied orbital energy: -8.8 eV

```
! wB97M-V def2-TZVPD RIJCOSX def2/J DEFGRID3
* xyz 0 1
C 0.43 2.12 0.26
C 0.41 2.15 -1.30
C 1.45 1.15 -1.89
I 2.83 2.20 -3.19
C 0.70 0.09 -2.67
C 0.16 0.45 -3.94
C -0.56 -0.45 -4.67
C -1.08 -0.02 -6.03
C 0.08 -0.10 -7.05
C 0.93 1.17 -7.09
S 1.78 1.24 -8.70
C -0.81 -1.76 -4.17
N -1.57 -2.61 -4.92
C -1.75 -3.78 -4.36
C -1.20 -4.15 -3.12
N -0.48 -3.36 -2.37
C -0.28 -2.13 -2.92
C 0.49 -1.18 -2.17
C 1.06 -1.57 -0.86
Cl -0.09 -1.77 0.43
C 2.36 -1.78 -0.70
C 3.40 -1.67 -1.76
Cl 2.94 -2.24 0.88
H 0.30 3.14 0.60
H -0.43 1.55 0.59
H 1.35 1.71 0.65
H -0.58 1.83 -1.61
H 0.56 3.15 -1.71
H 2.04 0.70 -1.10
H 0.31 1.44 -4.33
H -1.93 -0.63 -6.34
H -1.38 1.02 -5.90
H -0.25 -0.41 -8.04
H 0.74 -0.89 -6.70
H 0.36 2.08 -6.91
H 1.70 1.09 -6.33
H 2.31 2.48 -8.69
H -2.37 -4.50 -4.88
H -1.39 -5.16 -2.75
H 3.96 -2.59 -1.87
H 2.98 -1.43 -2.73
H 4.10 -0.88 -1.49
C -5.95 -2.52 -3.93
C -4.73 -1.64 -3.79
O -5.06 -0.37 -3.23
C -5.14 -0.15 -1.90
C -5.15 -1.32 -0.95
O -5.28 0.98 -1.50
H -6.39 -2.75 -2.96
H -5.68 -3.46 -4.42
H -6.71 -2.02 -4.53
H -3.93 -2.12 -3.22
H -4.32 -1.42 -4.78
H -6.18 -1.59 -0.73
H -4.66 -1.02 -0.03
H -4.62 -2.20 -1.32
C -1.78 3.29 5.55
C -1.38 2.06 4.77
O -0.56 2.38 3.64
C 0.77 2.55 3.71
C 1.43 2.67 5.06
O 1.39 2.67 2.69
H -0.91 3.80 5.96
H -2.45 3.02 6.37
H -2.29 4.00 4.89
H -0.88 1.31 5.40
H -2.26 1.58 4.35
H 1.52 3.72 5.32
H 2.42 2.23 5.00
H 0.90 2.14 5.86
C 5.14 -0.01 6.71
C 4.40 0.99 7.57
O 2.99 0.78 7.52
C 2.33 -0.10 8.30
C 3.11 -1.12 9.09
O 1.13 -0.09 8.30
H 5.00 -1.03 7.06
H 6.21 0.20 6.71
H 4.78 0.03 5.68
H 4.76 0.99 8.60
H 4.56 1.99 7.18
H 3.17 -2.04 8.51
H 2.57 -1.32 10.01
H 4.11 -0.80 9.36
*
```

=====

Record 5
ORCA calculation (ωB97M-V/def2-TZVPD) on C29H43ClN4O12SbV as an isolated structure.

Computed properties:
expectation value of S²: 0.80
ΔE to the lowest compared entry with this formula, charge and spin: 332.59 kJ/mol
total energy: -3896.5922 hartree
highest occupied orbital energy (alpha / beta): -11.9 / -11.9 eV

```
! wB97M-V def2-TZVPD RIJCOSX def2/J DEFGRID3
* xyz 1 2
V -0.73 0.24 -0.74
O 0.45 3.91 -0.54
Cl -0.59 2.97 -0.48
O -1.76 3.44 0.13
O -0.07 1.74 0.31
O -0.83 2.31 -1.76
O -2.56 -2.40 -3.02
C -2.58 -1.44 -2.33
O -1.37 -0.96 -1.82
C -3.73 -0.64 -1.91
C -4.94 -0.87 -2.56
C -6.04 -0.12 -2.23
C -5.98 0.87 -1.26
C -4.79 1.06 -0.60
C -3.63 0.33 -0.89
O -2.52 0.58 -0.23
N -4.77 2.10 0.44
O -5.28 3.16 0.18
O -4.28 1.79 1.51
N -7.31 -0.35 -2.93
O -8.26 0.32 -2.59
O -7.31 -1.17 -3.83
H -5.00 -1.63 -3.33
H -6.85 1.47 -1.03
C 2.52 -1.86 1.03
C 1.63 -1.38 2.17
C 1.83 -2.28 3.39
C 2.01 0.06 2.52
Sb -0.46 -1.31 1.51
C -1.61 -0.39 3.11
C -1.43 1.12 3.02
C -3.09 -0.74 2.95
C -1.12 -0.88 4.47
C -1.22 -3.32 1.05
C -0.47 -3.88 -0.15
C -2.71 -3.23 0.71
C -1.02 -4.23 2.27
H 3.56 -1.86 1.39
H 2.48 -1.21 0.16
H 2.30 -2.89 0.72
H 2.88 -2.19 3.69
H 1.66 -3.33 3.16
H 1.22 -2.00 4.24
H 3.08 0.09 2.75
H 1.48 0.43 3.40
H 1.82 0.76 1.70
H -1.86 1.53 2.10
H -0.38 1.43 3.09
H -1.96 1.58 3.86
H -3.46 -0.59 1.94
H -3.67 -0.08 3.60
H -3.29 -1.77 3.26
H -0.12 -0.52 4.71
H -1.13 -1.97 4.57
H -1.80 -0.49 5.23
H -0.70 -3.33 -1.07
H -0.80 -4.91 -0.31
H 0.61 -3.91 -0.01
H -2.93 -2.47 -0.03
H -3.33 -3.05 1.58
H -3.01 -4.20 0.28
H 0.03 -4.46 2.43
H -1.54 -5.17 2.08
H -1.43 -3.81 3.18
C 5.17 4.75 -3.36
C 5.82 3.55 -2.68
N 4.85 2.58 -2.16
C 4.65 2.53 -0.72
C 3.97 3.78 -0.17
C 4.26 1.78 -3.07
O 4.54 1.80 -4.26
C 3.26 0.72 -2.65
C 3.48 -0.54 -3.19
C 2.59 -1.56 -2.92
C 1.46 -1.27 -2.18
N 1.21 -0.05 -1.69
C 2.11 0.93 -1.92
H 5.94 5.45 -3.68
H 4.49 5.27 -2.69
H 4.62 4.43 -4.25
H 6.42 3.87 -1.83
H 6.47 3.03 -3.38
H 5.63 2.42 -0.26
H 4.09 1.63 -0.47
H 4.60 4.65 -0.32
H 3.81 3.67 0.90
H 3.01 3.96 -0.65
H 4.35 -0.70 -3.81
H 2.74 -2.56 -3.31
H 0.72 -2.03 -1.98
H 1.87 1.90 -1.50
*
```